Record 1
# C35H37BrCl5N8O6Rb

A structure of composition C35H37BrCl5N8O6Rb (ωB97M-V/def2-TZVPD, the Open Molecules 2025 dataset).

The geometry in XYZ format:
```
93
Properties=species:S:1:pos:R:3:forces:R:3:mulliken_charge:R:1
Rb 0.297 0.741 1.455 0.03 -0.76 -0.10 0.30
C 1.583 -4.657 -0.129 0.01 0.08 0.01 -0.92
C 0.114 -4.292 -0.373 0.10 0.01 0.01 -0.57
N -0.019 -2.988 -0.970 0.02 -0.12 -0.03 0.67
C -0.876 -2.767 -2.111 -0.03 0.07 0.09 -1.08
C -0.147 -1.938 -3.160 -0.09 0.04 -0.08 -0.82
N 0.324 -0.716 -2.577 0.13 -0.06 0.06 0.86
C 0.983 0.229 -3.438 0.01 0.04 0.00 0.02
C 2.492 0.356 -3.208 0.02 -0.02 0.04 -0.94
C 2.881 1.148 -1.955 -0.06 -0.06 -0.07 -0.66
N 2.676 0.445 -0.703 -0.04 -0.01 0.17 0.67
C 3.628 -0.623 -0.444 0.06 0.02 0.01 -1.41
C 3.068 -2.043 -0.488 -0.03 0.05 0.01 -0.17
N 2.315 -2.393 0.712 0.08 -0.10 -0.07 0.70
C 2.284 -3.833 0.958 -0.18 0.04 -0.07 -0.80
H 2.121 -4.553 -1.077 -0.01 0.00 0.03 0.22
H 1.654 -5.712 0.166 -0.01 0.02 0.03 0.51
H -0.427 -4.379 0.581 -0.08 0.01 0.05 0.07
H -0.330 -5.037 -1.043 0.05 -0.01 -0.03 0.47
H -0.100 -2.259 -0.275 0.06 0.06 0.00 -0.23
H -1.798 -2.229 -1.844 0.04 -0.09 0.03 0.17
H -1.169 -3.726 -2.547 0.01 -0.04 -0.02 0.55
H -0.827 -1.779 -4.022 0.00 0.04 -0.01 0.45
H 0.711 -2.518 -3.535 0.00 -0.01 0.02 0.38
H -0.281 -0.299 -1.881 -0.04 0.01 -0.09 -0.22
H 0.542 1.217 -3.295 -0.05 0.04 0.01 -0.58
H 0.802 -0.042 -4.490 0.03 -0.02 -0.01 0.37
H 2.936 0.872 -4.070 -0.02 0.01 -0.01 0.50
H 2.943 -0.643 -3.178 -0.01 0.03 0.02 0.27
H 2.278 2.062 -1.918 -0.02 -0.02 -0.01 0.14
H 3.936 1.463 -2.069 0.01 -0.01 0.02 0.44
H 2.680 1.123 0.054 0.12 0.00 -0.10 0.03
H 4.097 -0.469 0.536 -0.03 0.02 0.01 0.39
H 4.447 -0.574 -1.178 0.03 0.01 0.00 0.28
H 3.931 -2.725 -0.614 0.01 -0.05 -0.02 0.24
H 2.413 -2.151 -1.356 0.00 0.00 0.02 -0.01
H 2.759 -1.960 1.515 -0.07 0.04 0.06 -0.29
H 1.766 -3.999 1.908 -0.01 0.01 0.05 0.32
H 3.303 -4.236 1.089 0.05 -0.03 -0.05 0.48
O -4.648 2.420 -2.347 -0.08 -0.02 0.00 -0.47
C -3.612 3.035 -2.977 0.02 0.03 -0.03 1.73
C -3.879 4.031 -3.919 0.00 -0.02 0.02 -0.89
C -2.856 4.697 -4.573 0.01 -0.01 0.01 -0.59
C -1.539 4.378 -4.277 0.04 0.01 0.01 -1.48
C -1.280 3.404 -3.325 -0.11 -0.04 0.01 -0.43
C -2.287 2.700 -2.667 0.06 0.02 -0.07 0.06
C -1.833 1.698 -1.627 -0.06 -0.19 0.39 -0.06
O -0.695 1.857 -1.117 0.18 0.41 -0.27 0.07
N -2.709 0.759 -1.319 0.13 0.02 -0.01 -1.23
N -2.169 -0.104 -0.379 -0.22 0.17 -0.06 0.83
C -3.014 -0.486 0.489 -0.04 -0.23 -0.02 -0.99
C -2.676 -1.444 1.550 0.01 -0.20 0.08 1.25
C -3.697 -1.913 2.379 -0.01 0.00 -0.03 -1.03
C -3.406 -2.851 3.353 -0.07 0.04 0.01 -0.61
C -2.101 -3.286 3.490 0.03 -0.01 0.02 -0.97
C -1.144 -2.740 2.648 0.00 -0.01 -0.16 -0.66
N -1.409 -1.856 1.693 -0.10 -0.01 0.06 0.76
H -5.467 2.821 -2.660 0.04 0.02 0.00 0.32
H -4.915 4.283 -4.133 0.00 0.00 0.00 0.23
H -3.093 5.462 -5.302 0.00 0.00 0.00 0.37
H -0.722 4.893 -4.769 -0.01 -0.01 0.00 0.41
H -0.271 3.168 -3.017 0.06 0.01 -0.04 0.50
H -4.046 -0.132 0.446 0.01 0.07 0.05 0.21
H -4.703 -1.535 2.246 0.01 0.00 0.01 0.42
H -4.183 -3.222 4.012 0.00 0.00 -0.01 0.37
H -1.813 -3.993 4.256 0.00 -0.01 0.00 0.57
H -0.103 -3.018 2.756 0.07 0.00 -0.01 0.50
Br -3.107 4.344 0.984 -0.06 0.03 0.02 -0.08
C -1.331 4.507 0.415 0.15 -0.03 -0.03 -0.06
C -1.118 5.236 -0.737 0.05 0.01 -0.02 -0.22
C 0.173 5.517 -1.147 -0.06 -0.01 0.01 -0.30
C 1.231 5.074 -0.383 0.03 -0.02 -0.07 -0.77
C 1.002 4.302 0.741 0.10 -0.04 -0.08 0.71
N -0.266 4.037 1.097 -0.12 -0.07 0.23 0.63
C 2.248 3.771 1.515 0.18 -0.13 -0.10 -0.03
O 2.948 4.688 1.954 -0.09 0.08 0.09 -0.77
O 2.435 2.542 1.471 -0.13 0.28 -0.04 -0.68
H -1.977 5.574 -1.296 -0.02 -0.01 0.01 0.40
H 0.337 6.080 -2.057 0.00 0.00 0.01 0.37
H 2.259 5.290 -0.634 0.00 0.00 0.01 0.45
Cl -1.407 -0.135 4.780 0.16 -0.02 0.01 -0.11
C -0.003 -1.167 5.104 -0.03 0.02 0.06 0.83
C 1.147 -0.968 4.367 0.00 0.09 -0.04 -0.89
C 2.196 -1.785 4.701 -0.01 -0.15 0.06 0.56
Cl 3.762 -1.571 3.860 -0.08 0.00 0.01 -0.27
C 2.144 -2.793 5.666 -0.15 0.11 -0.02 -0.37
Cl 3.502 -3.818 6.023 0.03 -0.04 0.01 -0.23
C 0.950 -2.971 6.363 0.00 0.00 -0.02 0.47
Cl 0.821 -4.213 7.572 0.00 0.02 -0.02 -0.25
C -0.140 -2.140 6.091 0.16 0.00 -0.03 -0.46
Cl -1.615 -2.353 6.987 -0.03 -0.01 0.01 -0.18
O -1.547 2.541 2.345 -0.27 -0.15 0.01 -0.67
O -0.365 3.270 2.281 0.15 0.73 0.01 -0.12
```
Forces are in eV/Å.

Results
E, Ha: -7144.35816
Total charge: -2
Maximum force, eV/Å: 0.8
Highest occupied orbital energy, eV: -2.72

=====

Record 2
# C6H18N2O

A cluster of 3 separate species, C6H18N2O in total in a non-equilibrium geometry (ωB97M-V/def2-TZVPD, the Open Molecules 2025 dataset).

The geometry in XYZ format:
```
27
Properties=species:S:1:pos:R:3:forces:R:3:mulliken_charge:R:1
C 0.551 1.388 -0.565 -0.02 -0.63 0.44 0.03
C -0.339 0.165 1.527 -0.07 0.15 0.02 -1.16
C 1.767 -0.505 0.589 0.02 -0.02 -0.17 -1.20
C 0.759 2.587 0.356 0.00 -0.31 0.17 -1.40
N 0.442 0.033 0.289 -0.92 0.06 -1.13 0.15
N -0.550 1.603 -1.436 -0.82 -0.54 0.14 -0.66
H 1.463 1.230 -1.146 -0.01 -0.06 0.03 0.39
H -1.451 1.123 -1.053 0.83 0.35 -0.11 0.45
H -0.389 1.137 -2.322 0.05 0.04 0.01 0.29
H 2.368 0.203 1.170 -0.12 0.02 -0.04 0.36
H -1.280 0.663 1.327 -0.07 -0.03 -0.14 0.38
H -0.575 -0.823 1.921 0.06 -0.02 -0.07 0.40
H 0.229 0.716 2.285 0.08 -0.06 -0.09 0.40
H 2.305 -0.727 -0.335 -0.03 0.03 0.02 0.44
H 1.682 -1.425 1.170 -0.07 0.04 -0.02 0.38
H 1.046 3.443 -0.255 -0.05 -0.08 -0.02 0.38
H -0.166 2.837 0.874 -0.03 0.00 -0.03 0.32
H 1.543 2.414 1.096 0.02 0.01 0.01 0.32
C -0.413 -1.407 -0.966 1.34 0.17 0.11 -0.10
C -0.742 -2.620 -0.165 0.05 0.28 0.30 -1.15
O -2.299 -0.138 -0.385 -0.28 0.19 0.13 -0.88
H -3.025 -0.481 -0.922 0.02 0.06 0.09 0.13
H -1.089 -1.181 -1.770 -0.22 0.44 0.37 0.47
H 0.597 -1.394 -1.359 0.25 -0.23 0.05 0.37
H -1.775 -2.605 0.167 -0.03 0.04 -0.05 0.28
H -0.565 -3.502 -0.795 -0.02 0.13 -0.05 0.39
H -0.094 -2.731 0.705 0.02 -0.03 -0.01 0.23
```
Forces are in eV/Å.

Results
E, Ha: -423.99695
Total charge: 0
Maximum force, eV/Å: 1.5
Highest occupied orbital energy, eV: -7.66

=====

Record 3
# C14H8CaF3NO4S2

A structure of composition C14H8CaF3NO4S2 (ωB97M-V/def2-TZVPD, the Open Molecules 2025 dataset).

The geometry in XYZ format:
```
33
Properties=species:S:1:pos:R:3:forces:R:3:mulliken_charge:R:1
Ca -3.521 0.001 0.967 0.43 -0.37 -0.47 1.47
O -4.540 -0.646 3.208 -0.16 -0.10 0.28 -0.70
S -5.196 0.655 2.881 0.37 -0.20 -0.45 1.17
O -6.156 1.127 3.857 0.00 0.01 0.03 -0.67
O -4.043 1.591 2.630 -0.06 0.39 0.31 -0.78
O -5.774 0.448 1.500 -0.39 0.09 0.06 -0.79
S -2.986 -2.564 -0.790 0.17 0.02 0.24 -0.57
C -1.792 -2.714 0.458 -0.35 0.09 -0.34 0.36
C -0.823 -3.741 0.486 0.07 -0.08 0.01 -0.71
C 0.064 -3.821 1.531 0.01 0.00 0.02 -0.04
C 0.007 -2.885 2.568 -0.06 0.09 0.03 -0.70
C -0.954 -1.896 2.468 0.12 -0.14 -0.02 -0.32
N -1.806 -1.805 1.452 -0.14 0.30 0.16 -0.18
H -0.800 -4.459 -0.323 -0.03 0.02 -0.02 0.34
H 0.804 -4.615 1.544 0.02 0.01 0.04 0.32
H 0.676 -2.915 3.416 0.02 -0.04 -0.02 0.36
H -1.066 -1.135 3.233 0.04 -0.01 0.02 0.41
F 5.109 1.237 -3.640 -0.01 0.04 0.02 -0.28
C 4.702 2.178 -2.757 0.04 0.00 -0.04 0.95
F 5.625 2.199 -1.768 -0.02 0.01 -0.03 -0.28
F 4.845 3.368 -3.409 -0.01 -0.07 0.04 -0.27
C 3.321 1.946 -2.258 0.08 0.04 0.01 0.29
C 2.373 1.338 -3.076 -0.07 -0.02 -0.02 -0.47
C 1.077 1.169 -2.631 0.00 0.00 0.00 -0.63
C 0.678 1.605 -1.356 0.05 0.00 0.04 0.42
C 1.655 2.214 -0.547 -0.02 -0.01 -0.02 -0.64
C 2.952 2.383 -0.990 -0.05 0.00 0.02 -0.46
C -0.651 1.425 -0.898 -0.04 0.10 -0.12 -0.62
C -1.812 1.246 -0.538 -0.10 -0.18 0.26 -0.55
H 2.645 0.984 -4.062 0.07 0.02 0.00 0.36
H 0.343 0.682 -3.259 -0.02 0.00 0.01 0.44
H 1.368 2.546 0.441 -0.01 0.00 0.00 0.42
H 3.678 2.851 -0.338 0.05 0.00 -0.04 0.36
```
Forces are in eV/Å.

Results
E, Ha: -2667.78171
Total charge: -2
Maximum force, eV/Å: 0.7
Highest occupied orbital energy, eV: -1.96

=====

Record 4
# C18H45AlN4O9

A structure of composition C18H45AlN4O9 in a non-equilibrium geometry (ωB97M-V/def2-TZVPD, the Open Molecules 2025 dataset).

The geometry in XYZ format:
```
77
Properties=species:S:1:pos:R:3:forces:R:3:mulliken_charge:R:1
Al -0.277 -0.258 -1.266 -0.02 -0.11 -0.06 0.95
N -5.287 4.343 -2.656 -0.66 -0.13 -0.96 1.23
O -4.458 3.484 -2.534 1.48 -1.85 0.62 -0.38
O -6.448 4.057 -2.798 -1.36 -0.39 0.20 -0.35
O -4.928 5.478 -2.738 0.57 2.35 0.18 -0.35
C -0.958 4.162 1.506 0.28 0.28 0.13 -0.81
O -1.326 2.816 1.781 -0.61 0.66 0.98 -0.22
C -1.927 2.778 3.092 -0.31 -0.84 -0.08 -0.65
C -3.047 1.753 3.119 0.31 0.75 -0.77 -0.76
N -2.606 0.405 2.845 -0.67 -0.16 0.64 -0.02
C -3.700 -0.555 3.032 -0.03 1.09 -0.62 -0.76
C -3.279 -1.978 2.860 0.00 -0.77 -0.42 -0.66
O -2.718 -2.214 1.541 -0.80 1.58 0.56 -0.25
C -2.991 -3.484 1.000 0.52 -0.64 1.05 -0.74
H -0.215 4.488 2.234 0.14 0.13 0.02 0.32
H -1.820 4.823 1.594 -0.15 0.04 -0.03 0.36
H -0.540 4.297 0.508 -0.05 -0.48 0.00 0.25
H -2.380 3.705 3.444 0.05 0.47 -0.66 0.43
H -1.234 2.551 3.903 0.72 -0.26 -0.29 0.32
H -3.819 2.080 2.422 -0.03 -0.32 -0.26 0.41
H -3.503 1.843 4.106 -0.15 -0.12 0.45 0.45
H -2.024 0.142 3.628 1.19 0.09 -0.17 0.11
H -4.562 -0.310 2.412 0.21 -0.01 -0.46 0.42
H -4.044 -0.284 4.031 -0.39 -0.94 0.54 0.47
H -4.183 -2.554 3.057 -0.13 -0.38 -0.46 0.43
H -2.600 -2.324 3.639 0.48 0.19 -0.03 0.39
H -2.792 -3.542 -0.070 -0.16 0.44 0.04 0.22
H -4.008 -3.795 1.240 -0.07 -0.11 -0.26 0.31
H -2.280 -4.142 1.499 -0.18 -0.71 -0.15 0.32
C 3.907 2.685 -0.116 1.06 0.63 -0.26 -0.86
O 3.377 1.880 0.913 0.92 0.54 1.07 -0.17
C 4.384 1.839 1.965 -0.05 -0.95 0.15 -0.92
C 3.858 1.100 3.196 -0.24 -0.61 -0.98 -0.63
N 3.348 -0.239 2.729 0.71 0.97 2.03 -0.13
C 2.988 -1.208 3.786 -1.22 0.09 0.24 -0.79
C 2.629 -0.717 5.219 0.26 -0.61 -0.75 -0.51
O 1.326 -0.195 5.240 -0.56 0.65 0.27 -0.23
C 0.848 0.248 6.529 0.27 0.49 -0.54 -0.83
H 3.232 2.949 -0.931 -0.45 -0.37 0.40 0.26
H 4.802 2.251 -0.561 0.01 -0.55 -0.20 0.35
H 4.313 3.607 0.301 -0.36 0.41 0.08 0.34
H 4.848 2.782 2.256 -0.85 0.69 -0.09 0.50
H 5.282 1.333 1.610 -0.04 -0.61 -0.45 0.43
H 3.181 1.724 3.780 -0.74 -0.43 -0.39 0.39
H 4.649 0.889 3.915 0.62 0.22 -0.12 0.45
H 4.152 -0.681 2.305 0.02 0.20 -0.86 0.28
H 3.743 -1.993 3.820 0.23 0.06 0.28 0.35
H 2.105 -1.706 3.385 -0.32 -0.28 0.23 0.33
H 3.418 -0.041 5.548 -0.19 0.49 0.27 0.36
H 2.649 -1.568 5.900 0.29 -0.35 -0.08 0.48
H 1.543 0.963 6.968 0.27 -0.18 0.17 0.36
H 0.609 -0.547 7.236 0.33 -0.31 -0.16 0.34
H -0.068 0.821 6.383 -0.05 -0.19 -0.36 0.21
C -0.033 2.183 -5.656 0.11 -1.29 0.89 -0.77
O 0.231 0.714 -5.393 0.02 3.00 1.52 -0.23
C 0.242 0.080 -6.596 -1.39 -1.01 -2.81 -0.77
C 0.401 -1.460 -6.598 0.85 1.87 2.03 -0.62
N -0.568 -2.056 -5.662 1.13 -1.19 -1.52 -0.25
C -0.430 -3.573 -5.675 -1.20 2.66 1.06 -0.92
C 0.797 -4.063 -4.918 -1.04 -0.63 0.03 -0.39
O 0.878 -3.657 -3.540 -1.08 1.78 -1.39 -0.25
C 1.524 -4.501 -2.659 0.84 -1.31 -0.17 -0.76
H -0.986 2.361 -6.154 -0.05 -0.55 -0.27 0.34
H 0.756 2.659 -6.238 0.18 -0.37 -0.03 0.34
H -0.125 2.701 -4.702 0.31 -0.34 0.15 0.23
H 0.936 0.552 -7.293 0.55 -0.19 -0.06 0.45
H -0.725 0.291 -7.053 -0.51 -0.09 -0.43 0.38
H 1.410 -1.562 -6.199 0.12 -0.72 0.04 0.34
H 0.378 -1.879 -7.604 -0.16 0.15 -0.18 0.38
H -1.463 -1.877 -6.093 -0.51 0.19 0.27 0.28
H -0.429 -3.921 -6.708 0.43 -0.26 -0.11 0.41
H -1.421 -3.804 -5.282 0.36 -1.02 0.49 0.43
H 1.640 -3.757 -5.538 0.52 -0.06 0.53 0.32
H 0.649 -5.140 -4.997 0.64 -0.34 0.26 0.40
H 2.474 -4.828 -3.083 0.15 -0.30 -0.02 0.33
H 0.901 -5.371 -2.453 0.07 -0.25 0.15 0.32
H 1.795 -4.030 -1.714 -0.40 0.45 -0.09 0.21
```
Forces are in eV/Å.

Results
E, Ha: -1850.25789
Total charge: +2
Maximum force, eV/Å: 3.4
Highest occupied orbital energy, eV: -13.34

=====

Number 1: molecular weight 1008.37 Da. Number 2: molecular weight 134.22 Da. Number 3: molecular weight 415.43 Da. Number 4: molecular weight 488.56 Da.